(1)
This record from the OMol25 dataset describes a structure of composition C7H18ClHoOZr in a non-equilibrium geometry. The level of theory is ωB97M-V with the def2-TZVPD basis set.

Geometry as XYZ:
```
29
Properties=species:S:1:pos:R:3:forces:R:3
Ho -1.087230 1.467033 1.212022 0.591 -0.865 1.684
Cl -0.747907 3.964896 0.708935 -0.091 -0.641 -0.072
C -3.030044 0.268413 1.148902 -0.860 -0.048 -0.543
H -3.243380 -0.601470 1.787947 0.063 0.563 0.296
H -2.799021 -0.281288 0.218676 0.141 0.002 -0.508
H -3.978659 0.784077 0.898828 0.263 -0.254 0.244
Zr -0.038793 0.478118 -2.794679 0.342 -1.525 -1.201
C 1.848333 1.053980 -3.780131 1.310 0.110 0.392
C -1.149869 0.663463 -4.710820 -0.386 -0.052 -0.196
C 0.173507 -1.567638 -2.596239 0.013 1.140 -0.088
H -1.539598 -0.354973 -4.873137 0.068 0.203 -0.147
H -2.003957 1.353121 -4.804981 0.169 -0.099 0.195
H -0.445923 0.914923 -5.528948 -0.369 -0.252 0.447
H 2.633958 0.284623 -3.662094 -0.337 0.147 -0.061
H 1.621434 1.112372 -4.848382 -0.013 -0.059 0.077
H 2.369114 2.000301 -3.526094 -0.449 -0.175 0.045
H -0.372530 -2.371028 -3.099964 -0.508 0.298 0.027
H 1.111976 -2.067341 -2.324425 0.199 0.460 0.232
C 0.109766 -0.985316 4.671735 -0.444 0.120 0.057
C 0.771387 -0.196126 3.548667 0.879 1.433 0.462
C 1.997624 -0.772749 2.863731 0.581 -0.186 -0.427
O -0.160005 0.216664 2.550235 0.276 0.852 0.068
H -0.491698 -1.805633 4.255762 0.492 -0.194 0.319
H -0.624343 -0.326601 5.173947 0.338 -0.178 -0.248
H 0.847501 -1.273500 5.459860 -0.554 -0.138 -0.820
H 1.224275 0.678750 4.090682 -0.735 -0.038 -0.518
H 1.704553 -1.550955 2.155419 0.200 -0.372 0.299
H 2.496614 -0.007690 2.240526 -0.449 -0.008 0.243
H 2.802926 -1.078427 3.564017 -0.731 -0.244 -0.257
```
Forces are in eV/Å.

Output
- LUMO energy (spin up / spin down): -0.09278 / -0.09043 Ha
- Expectation value of S²: 6.00
- HOMO energy (spin up / spin down): -7.643 / -7.642 eV
- 2S+1: 5


(2)
This record from the OMol25 dataset describes a cluster of 2 separate species, C23H19Br2N2 in total in a non-equilibrium geometry. The level of theory is ωB97M-V with the def2-TZVPD basis set.

Geometry as XYZ:
```
46
Properties=species:S:1:pos:R:3:forces:R:3
Br -5.780183 3.036132 -2.050415 0.408 -0.163 0.026
C -4.106830 2.218350 -1.709097 0.407 -0.232 0.471
C -4.045144 0.829530 -1.511150 0.335 0.147 -0.199
C -2.811040 0.225590 -1.279953 -0.015 0.343 -0.491
C -1.612514 0.973608 -1.257246 -0.629 0.538 0.095
C -0.335489 0.277521 -1.157597 -0.478 -1.420 -0.551
C 0.889220 0.937804 -1.450329 1.241 0.183 0.387
C 2.153709 0.365364 -1.370290 -1.121 0.041 -0.465
C 3.411858 1.057096 -1.545955 1.051 0.766 -0.600
C 4.619257 0.313415 -1.678227 -0.500 -0.004 0.260
C 5.858030 0.919211 -1.830696 -0.113 0.484 0.145
C 5.938568 2.321764 -1.863176 -0.447 -0.427 -0.077
Br 7.638651 3.143503 -2.017202 -0.472 -0.143 0.049
C 4.771124 3.099114 -1.800072 -0.232 -0.471 0.157
C 3.522623 2.475915 -1.655393 0.611 -0.522 0.134
C -1.711977 2.384582 -1.361587 -0.426 -0.299 -0.460
C -2.948026 3.001143 -1.600986 0.096 -0.306 -0.149
H -4.946533 0.227763 -1.611553 0.222 0.148 0.138
H -2.761060 -0.857829 -1.213397 -0.014 0.123 0.134
H -0.380039 -0.822540 -1.237686 0.119 0.932 -0.428
H 0.814348 1.988001 -1.765983 0.148 -0.516 0.468
H 2.247786 -0.721565 -1.223339 -0.217 0.462 0.217
H 4.567944 -0.776356 -1.647296 0.025 0.256 0.037
H 6.770983 0.330625 -1.881247 -0.259 0.067 -0.069
H 4.866771 4.181089 -1.827100 -0.176 -0.193 -0.059
H 2.626707 3.082249 -1.596787 0.144 0.082 0.044
H -0.815848 3.003337 -1.356151 -0.310 -0.095 0.127
H -3.021911 4.076602 -1.776606 0.128 -0.365 0.204
C -2.942468 -4.720838 2.015683 -0.511 -0.793 -0.343
C -2.171293 -3.499229 2.324948 0.379 0.708 -0.050
C -1.803745 -2.632285 1.300865 0.083 0.306 -0.314
C -1.093574 -1.469251 1.628934 0.278 -0.121 0.657
C -0.766336 -1.237512 2.976527 0.190 -0.004 0.001
C -1.105320 -2.096731 4.025254 -0.263 -0.121 -0.522
C -1.825270 -3.236742 3.667204 0.422 0.828 0.092
N 0.004168 -0.083871 2.987269 0.046 0.235 -0.089
C 0.130124 0.355900 1.700624 -0.805 -1.485 0.861
N -0.509169 -0.453461 0.872785 0.815 1.194 0.337
H -3.161616 -5.278169 2.929513 -0.032 -0.014 -0.207
H -3.891464 -4.474306 1.523569 0.130 -0.080 0.141
H -2.393637 -5.379265 1.331026 -0.086 0.070 0.161
H -2.045419 -2.847389 0.252112 0.010 -0.035 0.495
H -0.805715 -1.839524 5.039893 -0.179 -0.320 -0.137
H -2.137349 -3.945870 4.424791 0.064 0.079 -0.006
H 0.395011 0.317407 3.832864 -0.040 0.073 -0.465
H 0.702093 1.230121 1.442668 -0.030 0.064 -0.154
```
Forces are in eV/Å.

Output
- LUMO energy: -0.17815 Ha
- Total charge: +1
- HOMO energy: -11.462 eV
- Energy above the lowest of the compared OMol25 structures with the same formula, charge and spin: 113.9 kJ/mol


(3)
This record from the OMol25 dataset describes a structure of composition C7H16ClN2 in a non-equilibrium geometry. The level of theory is ωB97M-V with the def2-TZVPD basis set.

Geometry as XYZ:
```
26
Properties=species:S:1:pos:R:3:forces:R:3
C 0.291685 -0.814076 -0.586409 -3.080 2.392 0.400
C -3.045676 0.487708 0.647069 0.518 -4.700 -3.983
C 0.529161 0.415305 2.477098 0.563 -2.076 -1.448
C 2.377978 -1.210073 -1.602068 0.529 -1.372 -2.961
C 1.090053 0.849019 -2.227819 2.585 0.214 2.579
C -1.732686 -0.272997 0.776236 2.986 3.200 1.102
C -0.736396 0.980320 2.015720 -0.951 -3.172 -3.199
N 1.171334 -0.399992 -1.453208 0.942 -1.193 -0.153
N -0.857285 -0.069200 -0.426071 0.145 -3.298 1.868
Cl -0.576959 2.552351 1.308066 -0.147 0.207 -0.368
H 0.382738 -1.731581 0.080561 0.138 1.319 -1.283
H -2.962645 1.309025 -0.017754 -0.023 0.794 -0.580
H -3.249822 0.772925 1.565840 -1.612 1.585 4.240
H -3.815922 -0.273074 0.274934 0.672 1.404 0.392
H 1.294866 0.419761 1.727726 0.489 0.231 -0.913
H 0.478059 -0.671577 2.733424 -0.296 1.042 0.592
H 0.895660 1.076912 3.190672 0.841 0.586 1.940
H 3.266809 -0.610302 -1.491193 0.208 0.264 0.430
H 2.357597 -2.048673 -0.906491 0.103 0.220 -0.017
H 2.509752 -1.679976 -2.709202 -0.747 1.114 2.472
H 1.311869 1.709277 -1.562775 0.170 -0.486 -0.063
H 1.851533 0.831046 -2.978646 0.185 -0.147 -0.542
H 0.174087 1.080655 -2.592305 -2.929 -0.017 -1.476
H -1.742902 -1.315242 1.209671 0.151 1.282 -0.629
H -1.394002 0.960909 2.787316 -2.223 0.529 2.151
H -1.085557 0.829699 -0.817518 0.783 0.077 -0.553
```
Forces are in eV/Å.

Output
- LUMO energy: -0.11844 Ha
- Total charge: +1
- HOMO energy: -12.491 eV
- Energy above the lowest of the compared OMol25 structures with the same formula, charge and spin: 208.1 kJ/mol


(4)
This record from the OMol25 dataset describes a cluster of 2 separate species, C4H4N2O in total in a non-equilibrium geometry. The level of theory is ωB97M-V with the def2-TZVPD basis set.

Geometry as XYZ:
```
11
Properties=species:S:1:pos:R:3:forces:R:3
C -1.133188 1.755456 -0.195345 0.635 -0.815 -3.384
C 0.914166 -1.862548 -0.251679 0.953 -0.027 -1.348
C -1.307596 1.910672 1.039509 -2.523 2.079 3.301
C 1.974661 -1.679122 -1.058273 -3.016 -0.452 1.978
N -0.919291 -1.251648 1.128269 0.423 0.485 -1.557
N -0.133693 -1.328563 0.290179 -0.233 -0.471 2.171
O -1.076087 1.578444 -1.345052 0.157 0.059 0.203
H -0.668808 1.809870 1.888787 0.384 -0.300 -0.084
H -2.291992 2.465926 1.204512 1.324 -0.855 -0.034
H 2.197263 -0.778813 -1.560667 0.514 0.734 -0.586
H 2.444561 -2.619677 -1.140242 1.382 -0.435 -0.661
```
Forces are in eV/Å.

Output
- LUMO energy: -0.01685 Ha
- HOMO energy: -8.478 eV
- Energy above the lowest of the compared OMol25 structures with the same formula, charge and spin: 518.5 kJ/mol


(5)
This record from the OMol25 dataset describes an isolated molecule of C4H6N2S in a non-equilibrium geometry. The level of theory is ωB97M-V with the def2-TZVPD basis set.

Geometry as XYZ:
```
13
Properties=species:S:1:pos:R:3:forces:R:3
C -0.003648 1.235219 0.393401 0.122 -0.408 -0.704
N 0.797676 0.066356 0.089788 1.984 -1.153 0.460
C 0.151858 -1.230367 0.186269 -1.209 0.545 0.883
C 2.183065 0.093189 -0.126104 -3.729 3.473 0.826
S 3.119294 1.453963 -0.215236 -0.316 -0.375 0.017
C 2.772393 -1.137614 -0.234812 0.793 -0.423 -0.279
N 3.443894 -2.040498 -0.345436 1.218 -2.290 -0.193
H -0.623595 1.228759 -0.516918 -0.216 1.231 0.344
H -0.706102 0.977755 1.237597 1.077 0.671 -0.492
H 0.718294 2.106068 0.483405 -1.415 -0.855 0.101
H 0.837037 -1.927779 -0.088345 1.779 -2.123 -1.312
H -0.089490 -1.602839 1.168806 -0.032 0.756 1.116
H -0.769543 -1.457501 -0.341176 -0.057 0.950 -0.767
```
Forces are in eV/Å.

Output
- LUMO energy: -0.02249 Ha
- SMILES: CN(C)C(=S)C#N
- HOMO energy: -9.102 eV
- Energy above the lowest of the compared OMol25 structures with the same formula, charge and spin: 197.1 kJ/mol


(6)
This record from the OMol25 dataset describes a cluster of 5 separate species, C22H32N4O16S in total in a non-equilibrium geometry. The level of theory is ωB97M-V with the def2-TZVPD basis set.

Geometry as XYZ:
```
75
Properties=species:S:1:pos:R:3:forces:R:3
O -1.395154 -3.521161 2.738926 1.017 1.139 -0.006
C -0.977224 -2.423729 2.476566 -1.196 -1.055 0.274
O 0.359142 -2.073926 2.734511 -0.729 0.671 -1.006
C 0.736267 -1.036707 1.878400 -0.287 -1.477 1.515
N 0.875378 -1.386716 0.616771 0.433 0.669 -0.315
N 1.176168 -0.395246 -0.200621 -0.229 -0.298 0.658
C 1.293455 0.797497 0.370080 -0.085 1.333 -1.148
C 1.595444 1.948445 -0.578931 0.259 -0.830 0.136
S 0.658447 3.442573 -0.197212 -0.143 1.369 0.815
O -0.493471 3.190943 0.613384 -0.346 -0.870 -0.440
O 1.549822 4.453499 0.288224 0.581 -0.067 -0.464
N 1.191216 1.122176 1.657832 0.064 -0.860 0.256
N 0.891043 0.131925 2.470427 0.360 0.540 -0.592
C -1.871997 -1.367276 1.840157 1.279 -0.958 0.679
C -2.222602 -1.606070 0.534507 -0.230 -0.425 -0.876
C -2.999070 -0.693877 -0.146290 0.105 -0.257 -0.257
C -3.402611 0.450869 0.507038 -0.542 0.124 -1.014
C -3.060232 0.660174 1.816053 -0.341 1.086 0.845
C -2.278410 -0.233051 2.513686 0.184 -0.205 0.095
H 2.671304 2.135772 -0.493260 -0.240 0.536 0.002
H 1.411266 1.646161 -1.614741 -0.197 0.053 0.199
H 0.201243 3.875665 -1.414932 0.262 -0.513 0.066
H -1.892678 -2.492632 0.001046 0.080 0.000 0.305
H -3.252785 -0.909742 -1.179036 -0.092 0.232 0.096
H -4.002489 1.170170 -0.041718 0.044 0.054 0.237
H -3.416935 1.564393 2.299506 0.105 -0.113 0.049
H -1.974576 -0.072224 3.542272 -0.091 0.119 -0.102
C -0.346184 7.372942 -1.746239 0.130 0.048 0.304
O -1.281655 7.036435 -2.774014 -0.054 -0.033 0.043
C -0.769860 7.045395 -4.004730 -0.118 0.011 0.032
O 0.368125 7.302197 -4.295146 0.049 -0.019 -0.016
O -1.740724 6.717758 -4.858930 -0.041 -0.024 0.013
C -1.331116 6.687939 -6.226699 -0.029 -0.028 -0.288
H -0.873343 7.331842 -0.796873 -0.196 -0.080 -0.135
H 0.473296 6.655493 -1.721222 0.076 0.108 -0.085
H 0.036092 8.382390 -1.887285 0.100 -0.073 -0.111
H -0.551510 5.943024 -6.378931 0.083 0.105 0.039
H -0.986745 7.670003 -6.546648 0.120 -0.044 0.055
H -2.202255 6.411338 -6.814607 -0.093 -0.005 0.181
C 3.754754 -3.140363 2.554499 -0.385 -0.085 0.272
O 5.038827 -3.546818 2.080930 0.027 0.068 -0.017
C 5.668795 -2.613732 1.366159 0.117 -0.057 0.125
O 5.246409 -1.515709 1.111084 -0.041 0.031 -0.033
O 6.844304 -3.108725 0.983502 -0.011 -0.035 -0.007
C 7.635970 -2.210422 0.202686 0.238 0.106 -0.167
H 3.341910 -3.973683 3.116470 0.165 -0.094 -0.053
H 3.840330 -2.282229 3.219876 0.015 0.080 -0.133
H 3.082752 -2.918538 1.725410 0.091 0.103 -0.026
H 7.875052 -1.314327 0.773060 -0.130 0.035 -0.036
H 7.122678 -1.949067 -0.721736 -0.054 0.077 0.072
H 8.558550 -2.729276 -0.042239 -0.089 -0.157 0.099
C -5.848039 -2.260412 4.279099 0.315 -0.176 0.026
O -7.228406 -1.946666 4.088029 -0.034 -0.022 0.002
C -7.488314 -0.640971 4.039240 -0.065 -0.109 -0.014
O -6.681182 0.245143 4.139684 0.027 0.046 -0.005
O -8.800941 -0.486393 3.859177 -0.031 -0.025 -0.005
C -9.225094 0.874775 3.787503 -0.184 0.219 -0.026
H -5.760608 -3.343255 4.302446 -0.229 0.003 -0.043
H -5.248241 -1.878387 3.453617 -0.001 0.114 0.075
H -5.490378 -1.861321 5.227181 0.010 0.126 -0.078
H -8.758212 1.379342 2.942926 0.102 0.019 0.091
H -8.999285 1.397687 4.715561 0.123 0.017 -0.061
H -10.301952 0.866112 3.641111 0.023 -0.201 0.005
C 4.557930 -4.190553 -1.060426 0.108 0.005 0.202
O 3.621863 -4.519958 -2.087572 -0.043 0.006 -0.002
C 4.133786 -4.498575 -3.317109 -0.114 -0.026 0.053
O 5.271279 -4.233128 -3.604466 0.042 0.023 -0.023
O 3.165440 -4.822282 -4.175205 -0.040 -0.006 -0.001
C 3.576925 -4.838963 -5.542176 -0.026 -0.036 -0.282
H 4.029667 -4.242080 -0.113709 -0.202 -0.096 -0.137
H 5.377352 -4.907267 -1.041052 0.054 0.087 -0.083
H 4.936814 -3.178186 -1.198244 0.065 -0.057 -0.104
H 4.359250 -5.579817 -5.699525 0.081 0.104 0.040
H 3.918329 -3.852852 -5.853412 0.120 -0.044 0.054
H 2.707602 -5.113767 -6.133699 -0.093 -0.009 0.180
```
Forces are in eV/Å.

Output
- LUMO energy: -0.06032 Ha
- SMILES: O=C(Oc1nnc(C[SH](=O)=O)nn1)c1ccccc1.COC(=O)OC.COC(=O)OC.COC(=O)OC.COC(=O)OC
- HOMO energy: -9.895 eV